Density functional theory data (ωB97M-V with the def2-TZVPD basis set) for one molecule with the formula C5H12N2O at a distorted geometry.

```
20
Properties=species:S:1:pos:R:3:forces:R:3
C 2.893 0.290 -0.035 -2.01 -1.53 0.04
C 1.198 0.501 -0.036 3.50 -1.86 -0.06
O 1.008 1.805 0.009 3.72 1.03 -0.09
N 0.497 -0.515 -0.008 -0.91 -0.39 -0.23
C -0.989 -0.495 0.008 0.17 0.23 0.12
C -1.517 0.199 -1.251 0.14 -0.12 0.20
C -1.485 0.214 1.273 0.03 -0.10 -0.20
N -1.488 -1.856 0.024 -0.18 -0.03 0.00
H 3.565 1.017 -0.512 -0.52 0.44 0.00
H 3.055 -0.636 -0.577 0.13 -0.14 0.12
H 3.168 0.162 1.008 0.15 -0.04 0.05
H 2.142 1.780 -0.014 -4.23 2.41 0.05
H -1.209 1.242 -1.265 -0.02 0.05 -0.02
H -2.603 0.135 -1.269 -0.03 0.03 -0.01
H -1.121 -0.290 -2.142 0.00 -0.03 -0.03
H -1.168 1.255 1.277 0.01 0.03 0.02
H -1.084 -0.278 2.160 0.01 -0.01 0.02
H -2.572 0.169 1.308 -0.03 0.00 0.02
H -1.156 -2.355 -0.795 0.04 0.02 0.06
H -1.133 -2.346 0.838 0.03 0.02 -0.06
```
Positions in Å, forces in eV/Å.

Computed properties:
M, g/mol: 116.2
Gap between HOMO and LUMO, eV: 10.25
Calculated total energy, Ha: -382.39609
ΔE to the lowest compared entry with this formula, charge and spin, eV: 2.896
Strongest force on any atom, eV/Å: 4.87
HOMO level, eV: -9.4901
Net charge: 0


Density functional theory data (ωB97M-V with the def2-TZVPD basis set) for one molecule with the formula C5H12N2O at a distorted geometry.

```
20
Properties=species:S:1:pos:R:3:forces:R:3
N 1.350 2.135 0.212 -0.51 -3.22 0.38
C 1.508 0.646 0.395 -2.87 1.15 -0.53
C 2.388 -0.396 -0.105 2.63 2.01 0.92
C 0.172 -0.093 0.702 -1.79 -0.48 -0.86
N -0.574 0.295 -0.538 -0.28 0.93 -0.40
C -2.039 0.151 -0.523 -0.69 0.63 2.26
C -2.381 -1.391 -0.497 3.05 0.77 -0.50
O 0.115 -1.408 0.999 1.36 2.88 -0.34
H 2.131 2.726 0.497 0.79 -0.44 -0.54
H 1.797 1.218 1.271 1.09 1.36 2.69
H -0.312 0.497 1.580 0.56 -0.41 -0.58
H 1.765 -0.974 -0.683 -1.54 -1.96 -1.22
H 2.844 -0.914 0.716 0.11 -0.67 0.15
H 3.132 0.072 -0.700 1.09 0.17 -0.59
H -0.252 1.222 -0.908 -0.83 -1.22 0.78
H -2.488 0.846 -1.304 0.48 -1.47 0.49
H -2.432 0.610 0.464 0.41 -0.45 -1.17
H -1.633 -1.690 -1.272 -1.78 -0.46 -1.08
H -1.631 -1.923 0.206 -2.25 1.16 0.38
H -3.461 -1.627 -0.512 0.96 -0.28 -0.25
```
Positions in Å, forces in eV/Å.

Computed properties:
M, g/mol: 116.2
Gap between HOMO and LUMO, eV: 5.13
Calculated total energy, Ha: -382.13313
ΔE to the lowest compared entry with this formula, charge and spin, eV: 10.052
Strongest force on any atom, eV/Å: 3.44
HOMO level, eV: -8.2468
Net charge: 0


Density functional theory data (ωB97M-V with the def2-TZVPD basis set) for a 2-piece molecular cluster, C5H12N2O overall at a distorted geometry.

```
20
Properties=species:S:1:pos:R:3:forces:R:3
C 0.267 1.320 1.271 2.59 0.22 2.08
N 0.510 0.211 1.947 -1.46 1.59 -0.44
C 0.672 -0.981 1.348 0.45 -0.92 -2.13
N 0.335 -2.084 2.139 0.01 -0.10 0.43
C 0.995 -1.171 0.017 0.43 -0.17 1.45
O 1.807 -0.362 -0.722 -0.33 0.28 -0.08
H 0.860 1.699 0.435 -0.33 -0.45 -0.59
H 0.002 2.173 1.895 -0.54 -0.12 0.00
H -0.374 -1.893 2.833 -0.07 0.00 -0.19
H 0.212 -2.961 1.659 0.06 0.04 0.02
H 0.843 -2.129 -0.463 0.02 -0.03 -0.03
H 2.117 0.373 -0.180 0.02 -0.16 -0.01
C -1.344 0.332 -0.953 0.80 1.58 1.79
C -0.734 1.042 -2.141 -0.03 0.00 -0.12
H -2.342 0.692 -0.708 -0.11 0.04 -0.17
H -1.413 -0.740 -1.110 0.32 -0.03 0.43
H -0.702 0.809 0.070 -1.78 -1.87 -2.34
H -0.779 2.125 -2.017 -0.03 0.03 -0.05
H 0.316 0.764 -2.249 -0.04 0.00 -0.07
H -1.248 0.781 -3.071 0.04 0.06 0.02
```
Positions in Å, forces in eV/Å.

Computed properties:
M, g/mol: 116.2
Gap between HOMO and LUMO (alpha / beta), eV: 7.49 / 7.49
Calculated total energy, Ha: -382.33140
ΔE to the lowest compared entry with this formula, charge and spin, eV: 4.657
Strongest force on any atom, eV/Å: 3.48
HOMO level (alpha / beta), eV: -7.4470 / -7.4480
Net charge: 0


Density functional theory data (ωB97M-V with the def2-TZVPD basis set) for one molecule with the formula C5H12N2O2 at a distorted geometry.

```
21
Properties=species:S:1:pos:R:3:forces:R:3
C 0.862 -1.677 1.174 -0.17 0.16 -0.23
N 0.839 -0.597 0.199 -0.83 0.68 -0.64
C 0.212 -0.773 -1.384 -0.36 0.55 0.14
O -1.030 -1.524 -1.164 0.38 0.07 0.16
O 0.994 -1.218 -2.236 -0.03 -0.11 0.23
H -1.002 -2.208 -1.846 0.13 0.03 0.08
H 1.790 -0.315 -0.022 0.00 0.15 0.07
H 1.307 -2.579 0.744 0.01 0.03 0.02
H 1.437 -1.376 2.054 -0.08 -0.11 -0.01
H -0.159 -1.923 1.465 -0.03 0.02 0.05
C 0.230 2.097 0.819 0.01 -0.17 -0.03
C -0.437 0.964 0.097 0.65 -0.65 -0.02
N -1.651 0.585 0.555 0.13 -0.35 0.22
C -0.219 0.753 -1.370 0.22 -0.66 0.09
H -2.044 -0.227 0.082 0.02 0.16 0.00
H -1.793 0.593 1.555 0.00 0.07 -0.04
H -0.274 3.029 0.549 -0.04 -0.06 0.05
H 0.176 1.959 1.900 -0.01 0.06 0.00
H 1.271 2.180 0.521 0.00 -0.03 0.01
H 0.613 1.351 -1.733 -0.05 0.01 -0.07
H -1.121 0.906 -1.959 0.05 0.13 -0.06
```
Positions in Å, forces in eV/Å.

Computed properties:
M, g/mol: 132.2
Gap between HOMO and LUMO, eV: 8.89
Calculated total energy, Ha: -457.65723
ΔE to the lowest compared entry with this formula, charge and spin, eV: 2.495
Strongest force on any atom, eV/Å: 1.25
HOMO level, eV: -8.2464
Net charge: 0